1.
DFT (the ωB97M-V functional and the def2-TZVPD basis) results for a cluster of 11 separate species, C18H58O20 in total in a non-equilibrium geometry.

DFT total energy = -2225.27368 Eh
Lowest unoccupied orbital energy = 0.18 eV
SMILES = OCCO.OCCO.OCCO.OCCO.OCCO.OCCO.OCCO.OCCO.OCCO.O.O
Energy above the lowest of the compared OMol25 structures with the same formula, charge and spin = 0.0000 eV
Gap between HOMO and LUMO = 9.683 eV

Each line ends with the Löwdin charge.
Cartesian coordinates (Å):
O1 -4.71 1.62 -1.02  -0.08
C1 -4.07 2.47 -2.01  -0.18
C2 -2.75 2.96 -1.47  -0.23
O2 -1.75 1.97 -1.49  -0.10
H1 -5.31 0.97 -1.40  0.09
H2 -3.98 2.04 -2.99  0.12
H3 -4.61 3.41 -2.07  0.11
H4 -2.90 3.40 -0.50  0.12
H5 -2.25 3.73 -2.06  0.13
H6 -1.86 1.43 -0.70  0.06
O3 -1.73 -2.32 -1.21  -0.07
C3 -2.69 -1.97 -2.15  -0.24
C4 -4.10 -2.39 -1.77  -0.16
O4 -4.55 -1.46 -0.76  -0.08
H7 -1.76 -1.68 -0.50  0.03
H8 -2.69 -0.89 -2.30  0.10
H9 -2.30 -2.36 -3.09  0.13
H10 -4.12 -3.38 -1.39  0.11
H11 -4.75 -2.38 -2.64  0.12
H12 -5.29 -1.73 -0.23  0.10
O5 -0.18 4.31 0.19  -0.05
C5 0.61 5.04 -0.71  -0.24
C6 1.08 4.17 -1.85  -0.25
O6 0.06 3.55 -2.60  -0.07
H13 0.29 3.61 0.57  0.03
H14 0.02 5.91 -0.91  0.11
H15 1.48 5.48 -0.16  0.13
H16 1.76 3.39 -1.41  0.10
H17 1.83 4.65 -2.50  0.13
H18 -0.42 3.01 -1.94  0.03
O7 -0.35 1.79 3.31  -0.09
C7 -0.82 3.06 3.79  -0.22
C8 0.22 4.12 3.62  -0.21
O8 1.50 3.79 4.26  -0.08
H19 0.47 1.62 3.80  0.09
H20 -1.73 3.29 3.25  0.12
H21 -0.99 2.91 4.87  0.12
H22 -0.07 5.12 4.06  0.14
H23 0.42 4.32 2.53  0.11
H24 1.36 3.72 5.20  0.07
O9 -3.86 1.90 1.95  -0.05
C9 -4.09 0.55 2.13  -0.25
C10 -2.82 -0.25 1.79  -0.19
O10 -2.51 -0.16 0.41  -0.13
H25 -4.32 2.24 1.15  0.08
H26 -4.29 0.39 3.19  0.12
H27 -4.92 0.15 1.57  0.10
H28 -3.03 -1.28 2.01  0.11
H29 -1.94 0.15 2.32  0.11
H30 -3.31 -0.43 -0.12  0.06
O11 3.78 -4.11 2.07  -0.09
C11 2.80 -5.18 2.45  -0.20
C12 2.00 -4.61 3.56  -0.21
O12 1.09 -3.50 3.20  -0.08
H31 4.05 -4.17 1.15  0.07
H32 2.31 -5.53 1.50  0.13
H33 3.38 -6.01 2.86  0.11
H34 2.72 -4.27 4.32  0.13
H35 1.36 -5.40 3.93  0.12
H36 1.60 -2.88 2.68  0.04
O13 2.73 -2.23 -1.21  -0.09
C13 2.74 -3.08 -2.31  -0.26
C14 1.56 -4.00 -2.26  -0.25
O14 1.76 -4.97 -1.24  -0.07
H37 2.97 -1.32 -1.49  0.04
H38 2.71 -2.53 -3.27  0.14
H39 3.58 -3.73 -2.32  0.11
H40 1.46 -4.50 -3.24  0.12
H41 0.60 -3.40 -2.18  0.13
H42 1.05 -4.82 -0.59  0.03
O15 3.39 0.25 -2.31  -0.09
C15 4.73 0.31 -1.85  -0.22
C16 4.96 1.71 -1.32  -0.20
O16 3.89 2.20 -0.47  -0.09
H43 2.79 0.75 -1.72  0.06
H44 5.01 -0.52 -1.17  0.12
H45 5.37 0.05 -2.72  0.13
H46 4.98 2.37 -2.17  0.11
H47 5.92 1.87 -0.78  0.13
H48 4.19 1.90 0.40  0.10
O17 0.79 -0.04 -1.39  -0.09
C17 0.82 0.53 -0.05  -0.17
C18 0.83 -0.56 1.04  -0.19
O18 2.08 -1.17 1.41  -0.07
H49 0.77 -1.02 -1.39  0.08
H50 1.62 1.27 -0.01  0.10
H51 -0.12 1.05 0.10  0.09
H52 0.10 -1.30 0.73  0.10
H53 0.45 -0.11 1.97  0.10
H54 2.25 -1.85 0.75  0.05
O19 -1.19 0.06 -3.75  -0.08
H55 -0.43 0.26 -4.33  0.05
H56 -1.05 0.55 -2.91  0.02
O20 -0.43 -4.19 0.52  -0.04
H57 -0.03 -4.01 1.39  0.03
H58 -1.23 -3.68 0.39  0.02

=====

2.
DFT (the ωB97M-V functional and the def2-TZVPD basis) results for a cluster of 13 separate species, C18H59BFN24O14 in total in a non-equilibrium geometry.

Charge = -1
DFT total energy = -3213.90840 Eh
Lowest unoccupied orbital energy = 1.27 eV
Energy above the lowest of the compared OMol25 structures with the same formula, charge and spin = 0.0000 eV
Gap between HOMO and LUMO = 4.528 eV

Each line ends with the Löwdin charge.
Cartesian coordinates (Å):
C1 7.57 -1.32 2.26  -0.08
C2 6.77 -0.13 1.87  -0.15
C3 5.29 0.12 2.60  -0.14
C4 4.20 -0.72 1.71  -0.21
O1 3.90 0.17 0.58  -0.10
B1 2.50 0.66 0.65  -0.67
O2 1.88 -0.35 1.56  -0.11
C5 2.78 -1.20 2.37  -0.31
C6 2.42 -2.75 1.90  -0.02
F1 2.47 -0.88 3.79  -0.07
H1 8.56 -1.57 1.66  0.04
H2 7.20 -1.97 3.18  0.06
H3 7.09 0.66 1.03  0.11
H4 5.14 1.30 2.54  0.12
H5 5.36 -0.18 3.73  0.10
H6 4.83 -1.67 1.38  0.14
H7 1.83 0.58 -0.34  0.04
H8 2.35 1.81 0.96  0.04
H9 3.37 -3.45 1.83  0.08
H10 1.68 -3.17 2.72  0.06
H11 1.82 -2.74 0.88  0.11
C7 0.08 -5.98 2.83  -0.71
O3 1.03 -5.31 2.47  0.02
N1 -0.56 -5.76 4.00  0.16
N2 -0.42 -6.99 2.10  0.15
H12 -1.34 -6.30 4.32  0.06
H13 -0.21 -5.01 4.58  0.12
H14 0.03 -7.19 1.22  0.11
H15 -1.20 -7.55 2.39  0.09
C8 -0.43 3.62 1.97  -0.71
O4 0.09 3.52 0.87  0.02
N3 -0.17 2.77 2.98  0.17
N4 -1.30 4.60 2.28  0.15
H16 -0.59 2.84 3.90  0.09
H17 0.48 2.02 2.80  0.11
H18 -1.52 5.27 1.55  0.06
H19 -1.73 4.71 3.18  0.09
C9 1.88 3.51 -2.97  -0.73
O5 2.40 3.40 -4.07  -0.02
N5 2.14 2.66 -1.96  0.18
N6 1.01 4.49 -2.67  0.15
H20 1.72 2.73 -1.05  0.06
H21 2.79 1.91 -2.15  0.11
H22 0.79 5.15 -3.40  0.10
H23 0.58 4.59 -1.77  0.09
C10 3.91 -4.53 -1.36  -0.71
O6 4.27 -3.81 -0.45  0.02
N7 4.40 -5.78 -1.54  0.14
N8 3.01 -4.15 -2.29  0.16
H24 4.12 -6.39 -2.29  0.09
H25 5.08 -6.10 -0.86  0.10
H26 2.62 -3.22 -2.19  0.11
H27 2.71 -4.73 -3.05  0.04
C11 0.32 -5.84 -4.31  -0.70
O7 1.39 -5.26 -4.38  0.01
N9 -0.31 -6.34 -5.39  0.15
N10 -0.33 -6.04 -3.14  0.17
H28 -1.19 -6.83 -5.35  0.09
H29 0.15 -6.21 -6.28  0.11
H30 0.11 -5.68 -2.31  0.10
H31 -1.21 -6.52 -3.07  0.10
C12 6.32 5.20 -5.86  -0.73
O8 7.39 5.79 -5.93  -0.01
N11 5.69 4.71 -6.94  0.14
N12 5.67 5.01 -4.70  0.16
H32 4.81 4.22 -6.91  0.10
H33 6.15 4.83 -7.84  0.08
H34 6.11 5.37 -3.86  0.11
H35 4.79 4.53 -4.62  0.08
C13 -2.32 -3.29 -1.46  -0.71
O9 -1.82 -4.37 -1.19  0.01
N13 -1.59 -2.18 -1.70  0.17
N14 -3.65 -3.11 -1.55  0.14
H36 -1.99 -1.29 -1.93  0.10
H37 -0.58 -2.28 -1.65  0.12
H38 -4.24 -3.91 -1.38  0.10
H39 -4.08 -2.23 -1.78  0.09
C14 3.93 5.55 -10.20  -0.70
O10 4.55 5.00 -9.30  0.03
N15 4.25 6.76 -10.68  0.15
N16 2.85 4.98 -10.78  0.15
H40 3.75 7.22 -11.42  0.10
H41 5.05 7.22 -10.27  0.12
H42 2.57 4.07 -10.45  0.11
H43 2.33 5.41 -11.53  0.10
C15 -4.09 -5.21 4.94  -0.71
O11 -3.28 -6.08 5.22  0.01
N17 -5.39 -5.28 5.30  0.15
N18 -3.77 -4.11 4.24  0.16
H44 -6.07 -4.58 5.08  0.09
H45 -5.67 -6.10 5.83  0.08
H46 -2.81 -4.01 3.95  0.10
H47 -4.43 -3.38 4.00  0.10
C16 -3.23 7.24 -0.29  -0.70
O12 -2.41 6.37 -0.01  0.02
N19 -4.52 7.17 0.08  0.16
N20 -2.90 8.34 -0.98  0.15
H48 -5.20 7.87 -0.14  0.07
H49 -4.80 6.35 0.61  0.11
H50 -1.94 8.43 -1.28  0.11
H51 -3.56 9.07 -1.22  0.10
C17 -6.35 -7.27 8.88  -0.71
O13 -5.84 -7.38 7.78  0.03
N21 -6.10 -8.12 9.89  0.15
N22 -7.23 -6.29 9.18  0.15
H52 -6.51 -8.05 10.80  0.10
H53 -5.45 -8.87 9.70  0.12
H54 -7.45 -5.63 8.45  0.11
H55 -7.66 -6.19 10.09  0.10
C18 -7.64 8.58 2.01  -0.71
O14 -7.13 8.48 0.91  0.02
N23 -7.39 7.73 3.02  0.16
N24 -8.51 9.56 2.32  0.15
H56 -7.80 7.80 3.93  0.10
H57 -6.73 6.98 2.84  0.11
H58 -8.74 10.23 1.58  0.11
H59 -8.95 9.66 3.22  0.10

=====

3.
DFT (the ωB97M-V functional and the def2-TZVPD basis) results for a structure of composition C18H5CuF4N4.

DFT total energy = -2947.72349 Eh
Lowest unoccupied orbital energy = -4.10 eV
Energy above the lowest of the compared OMol25 structures with the same formula, charge and spin = 0.1639 eV
Gap between HOMO and LUMO = 4.130 eV

Each line ends with the Löwdin charge.
Cartesian coordinates (Å):
Cu1 0.09 0.87 -0.89  0.44
F1 -5.47 -0.71 3.05  0.15
C1 -4.94 -1.59 2.21  -0.13
C2 -5.60 -2.73 1.96  -0.13
F2 -6.76 -2.95 2.55  0.15
C3 -5.09 -3.75 1.05  0.00
C4 -3.81 -3.42 0.44  -0.13
C5 -3.16 -2.28 0.70  -0.13
F3 -1.99 -2.05 0.11  0.14
C6 -3.66 -1.26 1.61  0.00
C7 -3.00 -0.10 1.87  -0.10
C8 -1.75 0.24 1.25  -0.08
N1 -0.74 0.59 0.84  0.16
C9 -3.45 0.92 2.76  -0.16
N2 -3.74 1.76 3.49  0.22
F4 -3.28 -4.29 -0.40  0.15
C10 -5.75 -4.91 0.79  -0.11
C11 -5.27 -5.93 -0.10  -0.16
N3 -4.96 -6.79 -0.79  0.22
C12 -7.01 -5.27 1.39  -0.16
N4 -7.99 -5.63 1.85  0.22
C13 1.31 1.01 -5.46  -0.12
C14 0.00 0.75 -5.08  -0.12
C15 -0.35 0.72 -3.74  -0.18
C16 0.58 0.94 -2.71  -0.30
C17 1.89 1.20 -3.13  -0.17
C18 2.26 1.23 -4.47  -0.12
H1 1.59 1.03 -6.50  0.09
H2 -0.75 0.57 -5.84  0.09
H3 -1.39 0.52 -3.50  0.07
H4 2.66 1.38 -2.39  0.07
H5 3.28 1.44 -4.75  0.09

=====

4.
DFT (the ωB97M-V functional and the def2-TZVPD basis) results for a cluster of 13 separate species, C18H60IO21 in total in a non-equilibrium geometry.

Charge = -1
DFT total energy = -2599.49501 Eh
Lowest unoccupied orbital energy = 1.88 eV
Gap between HOMO and LUMO = 8.230 eV

Each line ends with the Löwdin charge.
Cartesian coordinates (Å):
I1 -0.34 0.12 -0.16  0.31
O1 -4.27 2.21 -0.99  -0.03
H1 -5.00 2.83 -0.97  0.07
H2 -3.77 2.41 -0.20  0.03
O2 -3.34 -3.62 1.51  -0.06
H3 -3.37 -2.80 1.02  -0.02
H4 -3.13 -4.28 0.85  0.02
O3 3.59 -2.95 1.53  -0.01
H5 3.05 -2.70 0.78  0.03
H6 4.15 -3.65 1.19  0.08
C1 -2.44 4.43 -2.56  -0.24
C2 -1.25 4.21 -1.63  -0.26
O4 -1.63 3.47 -0.49  -0.12
O5 -2.96 3.23 -3.15  -0.09
H7 -2.13 5.14 -3.33  0.11
H8 -3.27 4.83 -1.99  0.11
H9 -1.07 5.22 -1.26  0.11
H10 -0.35 3.88 -2.14  0.12
H11 -1.26 2.58 -0.54  -0.08
H12 -3.56 2.81 -2.52  0.01
C3 -4.33 -1.12 -1.42  -0.23
C4 -3.43 -1.13 -2.66  -0.24
O6 -3.10 -2.44 -3.11  -0.08
O7 -3.57 -1.52 -0.33  -0.14
H13 -5.17 -1.81 -1.53  0.12
H14 -4.73 -0.12 -1.24  0.09
H15 -2.59 -0.44 -2.55  0.08
H16 -3.90 -0.78 -3.58  0.11
H17 -2.18 -2.34 -3.38  0.02
H18 -2.64 -1.35 -0.48  -0.05
C5 3.18 0.74 2.67  -0.26
C6 4.53 0.00 2.77  -0.26
O8 4.49 -1.27 3.32  -0.06
O9 2.68 1.08 3.92  -0.06
H19 2.50 0.07 2.14  0.10
H20 3.23 1.63 2.05  0.10
H21 5.10 0.74 3.33  0.12
H22 4.93 0.05 1.75  0.12
H23 4.25 -1.86 2.60  0.01
H24 3.39 1.29 4.52  0.10
C7 3.39 0.27 -2.47  -0.26
C8 2.78 1.64 -2.56  -0.16
O10 2.38 2.01 -1.19  -0.16
O11 3.64 -0.27 -3.77  -0.08
H25 2.70 -0.36 -1.91  0.08
H26 4.32 0.21 -1.90  0.12
H27 1.92 1.52 -3.22  0.11
H28 3.51 2.35 -2.96  0.13
H29 1.56 1.58 -0.96  -0.12
H30 4.34 -0.92 -3.70  0.08
C9 -0.37 -0.68 -6.18  -0.21
C10 0.03 -1.01 -4.71  -0.18
O12 -0.61 -2.25 -4.37  -0.09
O13 -1.67 -0.08 -6.33  -0.07
H31 -0.39 -1.58 -6.79  0.11
H32 0.34 0.06 -6.55  0.11
H33 -0.36 -0.21 -4.08  0.11
H34 1.11 -1.05 -4.56  0.10
H35 -0.19 -2.89 -4.95  0.09
H36 -2.26 -0.80 -6.59  0.08
C11 -2.64 1.21 3.19  -0.23
C12 -3.81 0.63 2.46  -0.24
O14 -4.81 1.63 2.36  -0.07
O15 -2.91 1.41 4.60  -0.07
H37 -2.35 2.19 2.82  0.12
H38 -1.81 0.52 3.07  0.09
H39 -4.33 -0.18 2.97  0.13
H40 -3.49 0.31 1.47  0.09
H41 -4.39 2.39 1.95  0.06
H42 -2.95 0.52 4.95  0.07
C13 0.34 -2.45 4.59  -0.19
C14 1.86 -2.81 4.38  -0.20
O16 1.84 -4.18 3.89  -0.07
O17 -0.26 -3.13 5.75  -0.08
H43 -0.29 -2.53 3.71  0.11
H44 0.41 -1.39 4.86  0.10
H45 2.35 -2.75 5.36  0.11
H46 2.38 -2.09 3.74  0.08
H47 2.56 -4.09 3.27  0.04
H48 -0.65 -2.36 6.18  0.06
C15 1.47 -3.67 -1.25  -0.24
C16 0.33 -4.19 -0.32  -0.25
O18 0.60 -4.43 1.02  -0.05
O19 2.02 -2.51 -0.80  -0.13
H49 1.03 -3.60 -2.25  0.11
H50 2.30 -4.38 -1.25  0.12
H51 -0.06 -5.13 -0.71  0.12
H52 -0.50 -3.49 -0.27  0.10
H53 0.78 -3.54 1.33  0.07
H54 1.41 -1.77 -0.72  -0.08
C17 1.88 4.64 0.94  -0.20
C18 1.13 3.80 2.01  -0.26
O20 1.72 3.89 3.27  -0.06
O21 3.06 3.94 0.58  -0.09
H55 2.24 5.58 1.34  0.12
H56 1.16 4.79 0.14  0.09
H57 1.00 2.74 1.79  0.09
H58 0.06 4.03 2.07  0.10
H59 1.95 2.97 3.41  0.04
H60 2.87 3.13 0.11  0.02

=====

5.
DFT (the ωB97M-V functional and the def2-TZVPD basis) results for a cluster of 12 separate species, C18H60N10O12 in total in a non-equilibrium geometry.

DFT total energy = -2172.05401 Eh
Lowest unoccupied orbital energy = -0.48 eV
SMILES = NC(N)=O.NC(N)=O.NC(N)=O.NC(N)=O.NC(N)=O.CCO.CCO.CCO.CCO.CCO.CCO.CO
Energy above the lowest of the compared OMol25 structures with the same formula, charge and spin = 8.4963 eV
Gap between HOMO and LUMO = 8.072 eV

Each line ends with the Löwdin charge.
Cartesian coordinates (Å):
N1 1.36 -0.94 3.09  0.15
C1 2.53 -0.51 3.57  -0.67
N2 3.50 -0.56 2.73  0.15
O1 2.66 -0.26 4.90  -0.10
H1 0.68 -0.63 3.72  0.07
H2 1.07 -0.91 2.06  0.09
H3 4.33 -0.07 3.20  0.16
H4 3.43 -0.38 1.73  0.02
N3 -0.12 2.24 -2.66  0.16
C2 0.91 2.24 -3.40  -0.57
N4 2.05 2.04 -2.74  0.15
O2 0.82 2.06 -4.82  -0.17
H5 -0.95 2.24 -3.21  0.10
H6 -0.19 2.35 -1.63  0.09
H7 2.85 1.58 -3.15  0.07
H8 2.11 2.16 -1.72  0.05
N5 4.87 1.10 0.57  0.17
C3 3.67 1.08 0.08  -0.60
N6 3.27 -0.11 0.04  0.13
O3 2.98 2.25 -0.25  -0.08
H9 5.11 2.05 0.92  0.16
H10 5.44 0.36 0.94  0.12
H11 2.32 -0.19 -0.36  0.05
H12 3.77 -0.99 -0.07  0.13
N7 -0.30 -0.87 0.47  0.16
C4 0.08 0.17 -0.29  -0.51
N8 0.98 -0.10 -1.19  0.18
O4 -0.36 1.45 -0.07  -0.11
H13 -1.26 -0.81 0.94  0.11
H14 -0.15 -1.82 0.11  0.03
H15 1.07 0.67 -1.90  0.10
H16 1.29 -1.02 -1.35  0.06
N9 0.18 -3.31 -0.49  0.13
C5 1.38 -3.26 -0.86  -0.59
N10 2.17 -3.20 0.18  0.18
O5 1.86 -2.87 -2.17  -0.13
H17 -0.47 -3.37 -1.35  0.20
H18 -0.06 -3.88 0.34  0.17
H19 3.14 -2.89 0.11  0.11
H20 1.92 -3.29 1.16  0.12
C6 2.77 -0.54 -4.39  -0.05
C7 3.99 -0.42 -3.42  -0.32
O6 4.56 0.85 -3.30  -0.08
H21 2.80 -1.48 -4.90  0.07
H22 2.72 0.34 -4.98  0.06
H23 1.82 -0.46 -3.83  0.05
H24 4.70 -1.06 -3.80  0.07
H25 3.65 -0.93 -2.50  0.08
H26 5.28 0.92 -2.62  0.12
C8 -2.13 -0.91 -2.85  -0.07
C9 -3.25 0.02 -2.38  -0.31
O7 -4.14 0.26 -3.45  -0.07
H27 -2.55 -1.79 -3.36  0.08
H28 -1.52 -1.26 -1.98  0.05
H29 -1.32 -0.46 -3.46  0.08
H30 -2.88 1.05 -2.22  0.11
H31 -3.74 -0.52 -1.58  0.08
H32 -4.03 1.20 -3.65  0.08
C10 -4.02 -4.39 0.02  -0.07
C11 -4.04 -2.84 -0.23  -0.29
O8 -3.14 -2.18 0.58  -0.12
H33 -4.54 -5.02 -0.70  0.07
H34 -4.47 -4.66 0.98  0.08
H35 -3.01 -4.80 0.24  0.07
H36 -5.01 -2.54 0.13  0.12
H37 -3.84 -2.58 -1.30  0.11
H38 -3.36 -1.26 0.75  0.06
C12 -2.25 4.72 -1.91  -0.08
C13 -2.48 4.19 -0.47  -0.20
O9 -3.64 3.25 -0.45  -0.12
H39 -2.02 4.08 -2.78  0.05
H40 -1.50 5.50 -1.98  0.08
H41 -3.15 5.19 -2.28  0.06
H42 -2.69 4.97 0.22  0.10
H43 -1.60 3.59 -0.15  0.09
H44 -4.52 3.63 -0.45  0.08
C14 1.26 3.56 4.08  -0.04
C15 1.56 2.85 2.68  -0.31
O10 0.48 3.13 1.83  -0.11
H45 0.30 3.14 4.41  0.07
H46 1.25 4.66 4.05  0.07
H47 1.97 3.27 4.80  0.04
H48 1.63 1.81 2.87  0.06
H49 2.42 3.00 2.11  0.07
H50 0.50 2.54 1.05  0.03
C16 -1.05 -3.20 4.57  -0.09
C17 -1.47 -2.67 3.23  -0.30
O11 -2.37 -3.71 2.72  -0.10
H51 -0.32 -4.06 4.43  0.10
H52 -1.90 -3.62 5.10  0.08
H53 -0.44 -2.47 5.10  0.07
H54 -0.63 -2.56 2.51  0.08
H55 -2.06 -1.76 3.36  0.10
H56 -2.63 -3.45 1.87  -0.04
C18 -2.56 1.06 2.08  -0.10
O12 -2.78 0.44 0.82  -0.16
H57 -2.95 0.43 2.87  0.07
H58 -2.93 2.08 2.25  0.11
H59 -1.53 0.89 2.22  0.04
H60 -3.15 1.14 0.29  0.05